{"formula": "CH2F3N", "method": "ωB97M-V/def2-TZVPD", "e_homo_ev": -11.51, "lumo_energy_ev": 0.766, "fmax_ev_per_a": 3.73, "relative_energy_kj_mol": 118.3, "spin_multiplicity": 1, "energy_ev": -10711.269, "elements": ["C", "N", "F", "F", "F", "H", "H"], "xyz": [[-1.589, -0.284, -0.022], [-0.194, -0.185, -0.044], [-2.081, -0.852, 1.066], [-2.130, 1.394, -0.036], [-2.248, -0.769, -1.003], [0.021, -0.071, 0.930], [0.341, 0.442, -0.575]], "forces_ev_per_angstrom": [[0.008, 3.709, 0.144], [-2.276, -2.034, 1.935], [0.780, 0.871, 0.091], [0.870, -3.617, 0.267], [0.154, 0.017, -1.448], [0.645, -0.030, 0.328], [-0.181, 1.082, -1.318]], "nbo_charge": [1.125, -0.840, -0.290, -0.542, -0.268, 0.397, 0.419]}